Molecular formula: C37H44F5NO4SbSiSn
Method: DFT, ωB97M-V with the def2-TZVPD basis set

The geometry in XYZ format:
```
94
Properties=species:S:1:pos:R:3:lowdin_charge:R:1
C 2.03 4.24 2.21 -0.0682
C 5.12 0.01 -2.22 -0.0962
F -5.93 -2.20 0.35 0.1000
H -0.94 -2.24 -2.81 0.0300
H 3.76 1.42 1.03 0.1006
H 6.45 0.00 4.03 0.0938
H 0.91 4.02 0.38 0.1102
H 6.75 0.65 -3.46 0.0941
C 1.72 2.44 3.75 -0.0013
H 5.40 2.36 -4.64 0.0947
C 1.29 1.79 -6.30 -0.1616
C 1.68 -2.59 -2.21 -0.1041
C -1.24 -2.23 -3.86 -0.1633
C -2.25 2.87 -3.02 -0.1692
H 1.90 -4.48 -0.29 0.0838
H -3.11 2.22 -2.82 0.0600
O 1.54 -0.19 -0.17 -0.4625
C 1.16 3.60 1.35 -0.1341
C 4.00 -3.28 -1.64 -0.0932
C 3.04 1.14 -2.53 -0.1162
H -0.46 0.59 -6.68 0.0697
N 0.60 2.43 1.65 0.0393
C -2.33 -2.25 -0.33 -0.3080
H 4.82 -3.29 -0.92 0.0639
H -0.73 3.20 -4.48 0.0632
H -0.35 -2.47 -4.45 0.0508
H 1.48 -3.60 -2.59 0.0932
H -1.89 2.28 -6.43 0.0551
C -3.63 -1.83 0.03 -0.1519
C 5.70 0.79 -3.21 -0.0989
H -1.61 2.82 -2.13 0.0285
C -1.86 -0.89 -4.23 -0.5579
C 2.72 -2.64 -1.09 -0.5892
H 0.74 2.73 -6.16 0.0565
C -3.08 -0.62 -3.36 -0.1410
F -5.66 -4.81 -0.40 0.0881
C 0.88 1.85 2.81 -0.1936
H 2.00 1.27 -2.27 0.0210
C 1.20 -0.71 -6.28 -0.1575
H 4.35 -2.76 -2.53 0.0702
Sn -0.35 0.48 0.03 1.2080
H -2.63 3.89 -3.11 0.0700
C 4.95 1.75 -3.86 -0.1021
O 0.28 0.07 4.23 0.0563
H 0.73 -2.18 -1.85 0.0386
C 5.81 -0.20 3.18 -0.1045
C 5.12 0.84 2.58 -0.0948
C 4.11 -0.70 0.99 -0.1867
C 2.16 -3.48 0.07 -0.0775
C 3.62 1.93 -3.52 -0.1113
H 1.26 -3.03 0.48 0.0816
H -3.64 0.26 -3.68 0.0492
H 2.16 1.81 -5.63 0.0360
H 2.48 5.18 1.92 0.0976
O -0.30 -0.09 2.08 -0.1771
H -3.02 3.34 -5.57 0.0718
H 5.73 -0.73 -1.70 0.1009
Sb -0.33 0.64 -3.98 1.5144
C -2.24 -3.60 -0.71 -0.1456
H 3.02 2.68 -4.03 0.0880
C -2.44 2.41 -5.49 -0.1509
H -2.14 -0.88 -5.29 0.0812
O -1.33 -1.44 -0.33 -0.2616
H 1.60 -0.72 -7.30 0.0710
H -3.16 1.59 -5.42 0.0603
C -4.59 -3.99 -0.38 -0.1600
H 2.88 -3.60 0.88 0.0606
H 4.72 -2.75 1.27 0.0768
C 4.82 -1.73 1.62 -0.0919
H 6.18 -2.31 3.17 0.0959
F -3.19 -5.72 -1.12 0.0998
H 3.80 -4.32 -1.92 0.0805
C 0.26 0.48 3.08 -0.5905
Si 2.95 -0.87 -0.50 0.4687
H -3.76 -1.48 -3.39 0.0814
C 0.42 0.57 -6.02 -0.5883
H 2.02 -1.97 -3.05 0.0711
C 4.28 0.59 1.50 -0.0909
F -1.06 -4.10 -1.09 0.0949
C -4.72 -2.66 0.00 -0.1526
H 5.23 1.86 2.95 0.0937
F -3.81 -0.55 0.39 0.0848
C 5.66 -1.49 2.70 -0.0956
H 1.90 1.91 4.68 0.1184
H 2.98 4.13 4.14 0.1034
H 0.58 -1.60 -6.16 0.0512
C -1.51 2.45 -4.29 -0.5852
H 1.67 1.78 -7.33 0.0740
C 2.31 3.65 3.44 -0.0680
C 3.78 0.16 -1.86 -0.1990
C -3.34 -4.45 -0.74 -0.1526
H -2.80 -0.48 -2.31 0.0546
H -1.96 -3.04 -4.00 0.0842
H 2.04 -0.80 -5.60 0.0689
```

Calculated values
energy above the lowest of the compared OMol25 structures with the same formula, charge and spin = 0.0 kcal per mole
LUMO level = 2.475 eV
largest force on an atom = 0.70 eV Å⁻¹
charge = -1
2S+1 = 1